Formula: C3H12N2OS
Source: OMol25
Level of theory: ωB97M-V/def2-TZVPD

Calculated values
E_LUMO in eV: 0.706
Multiplicity: 1
Structure (SMILES): NC[C@H](N)CS.O
HOMO energy in hartree: -0.3430
Kohn-Sham gap in eV: 10.04
Energy relative to the best compared isomer or geometry (same formula, charge and spin) in kcal/mol: 2.4
E in hartree: -704.4345

```
19
Properties=species:S:1:pos:R:3:forces:R:3:lowdin_charge:R:1
N -0.7977 -0.6252 0.6903 -0.515 0.227 -0.092 0.024
C -0.2607 0.5005 -0.0774 0.360 -0.368 -0.303 -0.480
C -1.2341 1.2562 -0.9888 -0.697 0.062 0.431 -0.496
S -2.8925 1.5613 -0.2286 0.364 0.105 -0.041 0.702
C 0.9342 0.0199 -0.9029 -0.204 -0.296 0.232 -0.265
N 2.0758 -0.2368 -0.0432 0.014 0.178 0.049 0.010
H -1.1239 -1.3486 0.0544 0.113 -0.068 -0.094 0.086
H -1.6558 -0.2817 1.1252 0.162 -0.205 0.178 0.037
H 0.1508 1.1845 0.6504 0.008 0.399 0.251 0.129
H -1.4261 0.7385 -1.9266 0.173 -0.034 -0.046 0.074
H -0.8335 2.2465 -1.1927 0.121 -0.057 -0.206 0.066
H -3.5945 0.7817 -1.0499 -0.071 -0.123 -0.028 -0.156
H 0.6146 -0.8691 -1.4692 -0.033 0.022 -0.063 0.117
H 1.1861 0.7721 -1.6386 0.172 0.294 -0.133 0.111
H 1.9733 -1.1133 0.4544 0.187 -0.017 -0.132 0.041
H 2.9541 -0.2058 -0.5410 -0.071 -0.190 -0.005 0.069
H 1.8511 -0.9386 2.4660 0.296 -0.506 0.258 0.031
H 0.5969 -1.6012 2.1395 -0.010 -0.457 -0.011 0.002
O 1.4822 -1.8408 2.4789 -0.371 1.033 -0.246 -0.100
```
Positions in Å, forces in eV/Å.